Molecular formula: C40H26F9MoN3O2PS
Method: DFT, wB97M-V/def2-TZVPD

Results
**Kohn-Sham gap**: 0.1806 Ha
**ΔE to the lowest compared entry with this formula, charge and spin**: 35.2 kcal per mole
**2S+1**: 1
**Net charge**: +3
**Max |F|**: 3.617 eV/Å

Geometry (Å):
H 5.4526 0.9712 3.3218
H 0.8605 -2.5530 2.5693
H 2.3207 -0.7238 -6.4764
C 3.8275 0.7657 1.9556
H 4.0922 -2.8426 -1.1860
H -3.1936 -4.0701 -2.4915
C -1.8687 -3.0562 1.0010
C -1.9742 -2.6920 -1.3896
H -2.8214 -0.0735 0.6078
C 1.5633 -2.5916 1.7509
H -4.9056 2.5483 -3.7542
H 1.1147 4.4397 1.3346
F 5.7738 -4.0989 0.0845
C 3.3910 -2.7574 -0.3664
C 2.6622 0.3529 -4.6549
F -2.4888 1.8995 5.8227
C 2.1407 0.6074 -3.3981
C -0.8944 -0.1246 1.5712
F -1.9922 3.5316 4.4970
O 2.0059 0.8479 0.4131
C -4.5245 4.5507 -3.0835
H -0.6424 -1.1012 -3.3971
H 4.8050 3.2386 4.0531
H 4.0638 -0.2573 1.6942
S 2.8673 1.6229 -2.1706
C -2.1769 3.5353 -2.0046
C 0.2899 -0.7045 -3.7750
H 0.8927 -0.0222 2.7918
C -2.0831 1.4193 3.5419
F -5.0690 -5.6842 0.3372
N 0.6182 2.8959 0.0769
C 4.2299 2.7404 3.2903
C 1.2755 -1.9937 0.5280
H -1.5214 -2.7663 1.9826
N -0.3463 3.6169 -0.4539
C 1.9420 -0.4858 -5.4944
H -2.7986 1.6433 -2.8139
C 2.3927 2.7466 1.7200
F 5.7568 -2.8534 1.8446
C 2.7362 1.4005 1.3647
C 2.7847 -3.2211 1.9311
C -2.4906 4.9041 -1.8533
H -3.0042 -4.7131 1.7360
C -1.4896 -2.3388 -0.1376
Mo 0.8898 1.0009 -0.8831
P -0.2344 -1.0542 0.1550
H -1.8108 5.5394 -1.3081
F -3.9436 2.6101 4.3924
F 5.0517 -4.8899 1.9662
C 3.1497 3.3851 2.7197
C 5.0852 -3.8226 1.1836
C -0.7506 1.0317 3.6733
C 2.1805 -2.1108 -0.5361
C 1.3428 3.4156 1.0455
F -3.3385 -6.8446 -0.2135
C -4.0441 -5.7505 -0.5124
C -1.0207 2.9834 -1.3744
C -3.0485 2.6914 -2.7228
H -5.4449 4.9403 -3.4949
C -2.2374 0.2618 1.4567
C -2.8163 -3.7843 -1.5207
C 3.6975 -3.2840 0.8846
C -3.6540 5.4000 -2.3992
H 3.5920 0.8149 -4.9496
H -3.8976 6.4462 -2.2911
H -3.8697 1.3246 2.3429
C 4.5884 1.4524 2.8900
C -2.7063 -4.1452 0.8662
F -4.5312 -5.8990 -1.7411
C -4.2180 3.1972 -3.2373
C -2.6570 2.3612 4.5900
C -3.1645 -4.5145 -0.3942
H 3.0380 -3.6573 2.8874
C -2.8336 1.0315 2.4376
O -0.5501 1.7531 -1.6367
H 2.8850 4.3877 3.0275
C -0.1447 0.2778 2.6815
N 0.9910 0.0753 -2.9403
H 1.9133 -1.7260 -1.5196
H -0.2026 1.3111 4.5625
C 0.7261 -1.0065 -5.0525
H 0.1234 -1.6353 -5.6915
H -1.7100 -2.1216 -2.2648



Molecular formula: C40H27F9N4PS3Zr
Method: DFT, wB97M-V/def2-TZVPD

Results
**Kohn-Sham gap**: 0.2435 Ha
**ΔE to the lowest compared entry with this formula, charge and spin**: 0.7 kcal per mole
**2S+1**: 1
**Net charge**: +1
**Max |F|**: 0.489 eV/Å

Geometry (Å):
H -0.9418 1.1887 4.1851
H -0.9475 -6.9018 -1.3789
C 3.2013 3.4265 1.7082
C -1.3246 -6.0384 -1.9104
C 0.7548 -0.8373 3.2259
C 0.1516 1.6797 -4.1739
F -3.0648 5.1689 5.7958
C -3.8271 -0.7546 -0.7331
C -1.3016 -2.5995 2.5885
Zr -1.0027 0.8288 -1.4164
C -2.3175 -3.8156 -3.2571
N -1.7736 -1.3888 -1.3390
C 1.9884 3.1577 -3.6269
F 5.8397 4.1799 1.8533
C 4.2059 2.5637 1.3070
C -2.7014 -5.0908 -3.6422
C 1.8900 2.9739 1.7818
F -3.4805 6.2711 3.9779
C 0.7997 1.3674 -5.3732
H 3.5530 3.3099 -5.0737
H 4.7101 0.5699 0.6931
H -2.2769 2.8264 5.4519
C 1.9731 -0.1492 -1.9725
C 3.9150 1.2431 0.9866
F 0.3223 -4.3939 5.2787
F 6.5063 2.1344 1.5888
C -0.1805 -0.4896 2.2551
C -1.6701 3.3591 1.6806
C -1.1267 2.2462 2.3194
F 0.0509 -5.2481 3.3073
H -2.1026 -3.2859 2.3465
C -2.1050 2.9702 4.3938
C 2.0118 1.9452 -5.6981
C -0.9876 -2.2931 -1.8160
C -0.3478 -2.9454 3.5351
H 1.5545 -0.1558 3.4854
F -4.7652 4.6344 4.5726
H -1.5046 3.5217 0.6214
H 0.3286 0.6680 -6.0515
C 2.6126 -2.2269 -2.9246
H -3.3911 -5.2187 -4.4655
H 1.1101 3.6562 2.0954
C 2.6075 0.7966 1.0533
C -1.3511 2.0537 3.6789
C -1.2152 -1.3748 1.9505
H 2.3831 -0.2343 0.8028
H 3.4373 4.4494 1.9667
C -0.9227 -4.7659 -1.5339
P -0.1357 1.0819 1.3405
H 3.9303 -0.5266 -2.7389
H -0.2333 -4.6359 -0.7071
H -2.8335 5.1485 1.9017
C 0.6736 -2.0679 3.8631
H -1.9614 -1.1070 1.2137
C 1.3287 -2.7007 -2.6824
H -2.5164 -7.1943 -3.2649
C -3.4869 5.0491 4.5290
H 3.3406 -2.8653 -3.4074
C -2.6326 4.0799 3.7501
S -1.4007 0.8919 -3.8286
C 2.6089 2.8459 -4.8216
N -3.0639 -1.7506 -1.0881
H -5.7510 -0.2945 -0.2163
C 0.4112 -1.8736 -2.0649
C 1.5846 1.6601 1.4534
F -1.6712 -4.6553 4.4725
C 2.9469 -0.9355 -2.5580
C -2.2089 -6.2008 -2.9671
S -3.3538 0.9385 -0.5701
H -5.4382 -1.9738 -0.5428
H -2.7068 -2.9455 -3.7705
C 5.6245 3.0531 1.1648
H 2.1695 0.8787 -1.6944
C -2.4193 4.2801 2.3949
H 1.4028 -2.3418 4.6129
N -5.1049 -1.0301 -0.4368
C -1.4212 -3.6544 -2.2053
F 5.9143 3.3088 -0.1271
H 2.4883 1.7006 -6.6379
H 2.4461 3.8563 -2.9381
H 1.0382 -3.6978 -2.9786
C 0.7565 2.5891 -3.2903
C -0.4116 -4.3149 4.1623
S 0.0694 3.0295 -1.6992
N 0.7395 -0.6077 -1.7230



Molecular formula: C40H28NO8P2PtS2
Method: DFT, wB97M-V/def2-TZVPD

Results
**Kohn-Sham gap (spin up / spin down)**: 0.2553 / 0.1729 Ha
**ΔE to the lowest compared entry with this formula, charge and spin**: 0.7 kcal per mole
**2S+1**: 5
**Net charge**: -1
**Max |F|**: 0.704 eV/Å

Geometry (Å):
H 0.7432 0.8579 1.4361
H -3.0824 -0.9064 -1.9726
C -3.8245 -2.2093 0.5162
C 2.7358 -0.5861 -3.4842
C 3.5211 -0.4446 1.0903
C -0.8329 2.6315 -0.3639
C -5.7488 1.1674 -2.2161
C 3.3914 -1.6134 -5.5562
O 5.9216 -0.9091 4.3673
O 2.2926 0.8271 -0.4732
C 0.2640 0.7029 4.7871
C -3.7693 2.4032 -1.6356
C -5.0160 -0.0133 -2.2262
C -0.7669 -0.2307 4.8306
H 1.6086 1.8148 3.5322
C -0.7219 -0.3765 2.4282
H -1.1811 -0.5397 5.7821
C 4.3855 -1.6717 2.9090
C 1.3902 -2.2569 -4.4020
Pt 0.2964 -1.4787 -1.7151
C -3.0947 -1.1455 1.0359
H -1.8711 4.3522 2.3695
C -5.1267 2.3741 -1.9295
O 4.0058 -2.5337 -7.6217
H 4.2548 1.5334 0.8485
H -3.2965 -3.0678 0.1174
C 4.3196 0.6326 1.4449
C 3.6239 -0.6975 -4.5321
H -5.4966 -0.9527 -2.4667
O 2.1805 -1.4176 -0.5784
C 0.0201 4.6147 1.3819
H 1.0756 2.8497 -1.3140
C -3.0378 1.2177 -1.6216
H -3.2838 3.3468 -1.4227
O 5.3877 -1.0256 -6.6413
C 5.5845 -2.2578 4.7080
H 2.8510 0.1243 -2.6771
C -3.7574 -0.0296 1.5480
C -1.2320 4.0366 1.5545
S -0.2418 0.9409 -3.0427
C -3.6610 0.0098 -1.9381
C -1.2601 -0.7708 3.6545
C 0.8005 1.0948 3.5698
C 0.1478 -3.0774 -4.2103
H 1.8262 4.6386 0.2220
H 0.3548 5.3875 2.0634
H -5.6952 3.2954 -1.9397
O -0.4347 -2.9384 -3.0375
C -1.6574 3.0434 0.6861
C 2.5948 -0.3034 -0.0849
S -0.5326 -2.9400 0.5170
H 0.6519 1.1197 5.7088
H -6.8070 1.1476 -2.4466
N 1.6453 -1.3654 -3.4340
C -5.8697 -1.0431 1.0149
H 5.1912 -2.2849 5.7237
H 2.9175 -2.4730 1.5483
O 4.5806 -2.7014 3.7980
H -2.0592 -1.5029 3.6876
H 4.5122 -0.0820 -4.5867
C 0.3092 0.5587 2.3841
C -5.1434 0.0227 1.5334
P -1.2931 -1.1457 0.9027
H 5.8185 1.3991 2.8255
C 5.1849 -0.6035 3.2545
C 0.8443 4.2001 0.3454
H -3.1870 0.7952 1.9619
P -1.2595 1.1794 -1.3465
H 2.0188 -3.1165 -6.2505
H -5.7793 -2.9881 0.1106
H 6.4699 -2.8868 4.6123
C 2.2439 -2.3978 -5.4756
C 3.5460 -1.6386 1.8301
C 4.3668 -1.7414 -6.7291
H -5.6560 0.8924 1.9245
H -6.9521 -1.0030 1.0043
H -2.6270 2.5814 0.8312
C -5.2124 -2.1579 0.5134
C -0.7673 -0.2304 -0.4747
C 5.1833 0.5694 2.5447
O -0.2500 -3.8129 -5.0845
C 0.4239 3.2066 -0.5293



Molecular formula: C40H29N6Rb
Method: DFT, wB97M-V/def2-TZVPD

Results
**Kohn-Sham gap**: 0.1698 Ha
**ΔE to the lowest compared entry with this formula, charge and spin**: 13.0 kcal per mole
**2S+1**: 1
**Net charge**: -2
**Max |F|**: 0.158 eV/Å

Geometry (Å):
N -0.1916 2.7418 -0.8915
H 2.3244 -1.2153 0.8164
C -4.4660 -2.1356 0.6342
C -6.3918 4.8171 -0.9054
H 2.0745 5.5299 0.5357
C -0.8403 -3.5665 -1.8330
N -4.7183 0.2182 0.4946
C -2.5174 -3.7724 -3.5799
C -5.0050 4.7785 -0.7890
H -4.3876 5.6461 -0.9833
H -6.8824 5.7377 -1.1993
C -7.1645 3.6840 -0.6508
C 0.0732 4.8545 0.1970
H -8.2420 3.7436 -0.7525
C -2.1273 -3.3304 -2.3220
C -2.6002 -1.7945 2.5512
C 2.0596 -1.2379 2.9380
C 0.7567 -3.2897 0.0666
C 5.6865 0.9299 -0.2789
H 3.7184 1.4828 0.3443
N -3.0825 -0.6975 1.9569
C 6.4119 1.7429 0.6799
H -0.0923 -4.3858 2.3868
C 1.8317 -1.7025 1.6528
C 1.0114 -2.8276 1.4037
C 1.5165 -1.8911 4.0416
H 3.0754 3.4885 -0.5713
C -4.4312 3.5800 -0.4141
C -2.9993 -3.0829 2.2559
C -3.0100 3.1637 -0.2082
C -0.3361 -4.7029 -3.9119
C 7.8960 0.2223 -1.1121
H 2.6934 -0.3685 3.0758
C 7.7719 1.7950 0.7166
C -4.2317 1.3836 0.2202
Rb -0.5378 0.0918 0.5017
N -2.9519 1.8490 0.1610
H 8.2628 2.4247 1.4520
H 0.3742 -5.2368 -4.5340
C 1.1429 2.6696 -0.9639
C 0.0506 -4.2612 -2.6593
C 0.7528 -3.0343 3.8230
H -1.2883 -2.6210 0.0500
H -0.4161 5.7142 0.6343
C 8.5754 1.0459 -0.1783
H -4.2658 -4.2402 0.9513
C 6.5375 0.1581 -1.1645
C 2.0081 3.6314 -0.4797
C -0.7324 3.8306 -0.3325
C 1.4435 4.7483 0.1290
H -1.8287 -1.6298 3.2981
C -3.9473 -3.2492 1.2518
H -7.1515 1.5927 -0.0698
C -4.0309 -0.8535 1.0216
H 0.3372 -3.5716 4.6702
C 4.3225 0.9104 -0.3478
C 0.5040 -3.4939 2.5412
H 1.7084 -1.5359 5.0464
N -2.0944 4.0606 -0.3568
C -1.6249 -4.4647 -4.3848
H -1.9226 -4.8086 -5.3685
H 3.8120 0.2770 -1.0647
H 8.4847 -0.3750 -1.8010
H -5.2195 -2.2069 -0.1385
C -0.4492 -3.0986 -0.4874
H 6.0592 -0.4898 -1.8911
H 1.0501 -4.4344 -2.2792
C 9.9844 1.1137 -0.1376
C -5.1945 2.4618 -0.1616
H -2.5465 -3.9229 2.7621
C -6.5705 2.4836 -0.2714
H -2.8305 -2.7875 -1.6980
H -3.5227 -3.5697 -3.9327
H 5.8355 2.3295 1.3885
H 1.5521 1.7815 -1.4380
N 11.1434 1.1721 -0.1062



Molecular formula: C40H30ClIOPPdS
Method: DFT, wB97M-V/def2-TZVPD

Results
**Kohn-Sham gap (spin up / spin down)**: 0.2997 / 0.2409 Ha
**ΔE to the lowest compared entry with this formula, charge and spin**: 25.6 kcal per mole
**2S+1**: 3
**Net charge**: +1
**Max |F|**: 2.199 eV/Å

Geometry (Å):
C -4.3200 -4.7273 -1.9999
C -2.6755 3.6976 -1.3367
C -1.4659 1.9407 -0.1431
H -3.6512 5.1253 -0.0611
C 0.3190 -3.0045 0.0929
C -4.6270 -3.4194 -1.6529
C 2.5933 0.7810 4.1015
H 6.8766 2.1451 0.5698
C -1.8603 -2.3100 1.8285
C 2.5566 0.8724 2.7202
C 2.9367 -1.5957 3.9347
H 2.8130 -3.6586 -2.1019
H -1.5023 2.0769 1.9955
H 2.2364 -5.1595 1.8545
C -1.4768 2.0673 -2.6458
C 2.2323 -3.6957 -1.1924
I -0.1560 0.3536 -2.8268
C -3.0747 4.3037 -2.5447
C 1.0717 -2.9540 -1.0835
H 8.1602 0.1617 -0.1451
H -5.6164 -3.0274 -1.8369
H -3.8916 -1.6013 -0.7737
Pd -0.2389 0.0880 -0.1089
H 0.7274 -2.3553 -1.9204
H 3.0673 -2.5498 4.4216
C 2.7133 -0.2736 1.9620
H 4.4990 -1.9845 -0.7269
C 2.7632 -0.4554 4.7040
C 4.9794 1.1909 0.3315
C -3.2187 -3.3655 3.5191
H 2.4743 1.6643 4.7099
C -2.6781 3.8087 -3.7547
C 2.9265 -1.5064 2.5523
C -1.3628 -1.4584 2.8147
H -2.8180 -6.2575 -2.0172
H -2.9731 4.2867 -4.6770
C -3.6662 -2.6208 -1.0617
H 2.7572 -0.5292 5.7809
C 7.0811 0.1241 -0.1160
H 0.2128 -3.7759 2.0920
C -2.6928 -2.5240 4.4865
C 6.3625 1.2388 0.2854
Cl -0.1843 -0.2795 2.3699
O 1.9209 1.1819 -0.0606
C -3.0538 -5.2364 -1.7555
H -3.0046 -2.6113 5.5153
H -3.2328 -3.9137 1.4492
H -1.1045 -4.8440 -0.9565
C -1.7651 -1.5577 4.1343
H 6.9781 -1.8998 -0.8151
H 4.4049 2.0577 0.6180
C -2.6006 3.6738 1.0764
C 2.6462 -4.5041 -0.1430
C -1.8542 2.5247 -1.3677
C 4.3336 0.0214 -0.0207
C 0.7682 -3.7707 1.1643
C 6.4202 -1.0371 -0.4872
H -1.5237 2.2939 -4.7616
C -1.8580 2.6731 -3.8086
C 1.9180 -4.5328 1.0360
S 2.5405 -0.1518 0.1650
P -1.2548 -2.0748 0.1228
H -5.0674 -5.3504 -2.4677
H 2.3635 1.8094 2.2158
H -2.8521 4.1122 2.0303
C -2.3963 -3.1363 -0.8045
C -2.0868 -4.4437 -1.1620
C -1.8166 2.5037 1.0501
C -3.0347 4.2400 -0.0849
H -1.3599 -0.8864 4.8744
C -2.8152 -3.2557 2.1980
C 5.0375 -1.0943 -0.4361
H 3.0603 -2.3820 1.9371
H 3.5325 -5.1115 -0.2466
H -3.9430 -4.1158 3.7984
H -3.6921 5.1879 -2.4950



Molecular formula: C40H30ClN17O4Ti
Method: DFT, wB97M-V/def2-TZVPD

Results
**Kohn-Sham gap**: 0.2379 Ha
**ΔE to the lowest compared entry with this formula, charge and spin**: 13.4 kcal per mole
**2S+1**: 1
**Net charge**: 0
**Max |F|**: 0.369 eV/Å

Geometry (Å):
H -4.9057 0.2218 -1.0045
H -4.2605 5.3597 -3.3286
C 4.6604 -3.4347 -1.3137
H -3.2668 -3.9320 0.9907
N -2.4783 0.4919 0.1549
N -1.0871 2.1270 1.7388
C 1.4615 1.1643 -2.5301
C 5.4460 -2.9745 -0.2667
C 4.0307 -0.6017 3.3947
N 2.9729 -0.3046 -2.3278
H -2.3836 -3.6918 2.7793
C -1.8258 -2.7750 2.7941
N -0.7295 -0.9124 -1.3116
C -4.5068 -0.6854 -0.5816
N -1.2192 -0.7537 2.1349
H -4.0290 2.9947 -3.4068
N -1.5186 -1.3630 -3.2582
N 0.8318 -1.3918 0.5780
C 5.1941 -0.2420 4.0607
N -1.3163 -0.4099 -2.4265
H 6.6110 1.3172 4.4579
C 3.8214 -1.2239 -1.6380
N 1.2052 0.8675 1.5868
Cl 4.1224 -0.6205 -4.7026
O -0.0619 1.7519 -0.8333
C 0.8626 -2.6517 0.1928
C 4.5996 -0.7499 -0.5939
C 5.0308 1.9833 3.1670
H -6.3384 -4.2127 -1.1316
C 1.7493 1.6815 -5.1362
H 5.4218 2.9878 3.0729
H 6.0172 -1.2753 0.9184
C -2.4966 3.6479 2.5322
N 1.8619 -1.3215 1.4201
H 3.3206 2.3520 1.9084
C 0.3439 2.0165 -2.0500
C -3.2844 -0.6288 0.1166
C -3.0614 4.1082 -0.3889
C -5.4291 -4.3748 -0.5545
H 6.0808 -3.6642 0.2736
N -1.0892 -2.5383 -2.7536
H 4.5580 0.2995 -0.3309
H 0.1598 -4.0572 -1.0982
N -2.1838 2.8650 1.4842
H -2.9804 6.1186 -2.3846
O 2.3285 1.3357 -6.1327
N 1.8609 -3.3328 0.7959
C -0.6086 -2.2178 -1.5769
C -3.6900 2.9753 -2.3780
H 0.1819 2.0130 3.3821
H -2.8710 5.0177 0.1691
C -1.5674 3.4090 3.5177
H 4.6792 -4.4809 -1.5879
C -2.9443 -1.8227 0.7869
C -3.8742 5.4958 -2.3197
C -5.2050 -1.8581 -0.7690
C -4.7407 -3.0694 -0.2650
C 3.8358 -2.5598 -2.0045
O 0.8148 2.6209 -5.1614
H 5.7078 -0.9729 4.6715
H -4.6199 6.0458 -1.7430
C -0.6070 -1.0226 3.2844
C -3.6203 -3.0136 0.5403
H 3.6535 -1.6096 3.4819
C -0.7057 2.4553 2.9664
H -6.1213 -1.8333 -1.3469
Ti -0.4314 0.4024 0.3709
H 0.0615 -0.2980 3.7162
H -3.3482 4.3048 2.4912
C -2.8983 1.6790 -0.4926
N 2.0418 0.3724 -1.6479
N -0.0054 -3.1360 -0.7248
H 0.4181 2.7806 -4.2697
C 5.4128 -1.6351 0.0962
H -4.7844 -5.0393 -1.1325
N 2.4794 -2.4565 1.5462
C 3.3611 0.3388 2.6159
C -3.3544 1.7594 -1.8102
C 2.0931 0.0609 1.8997
C 2.9990 0.0601 -3.6326
C -0.9545 -2.2904 3.7426
C -3.5577 4.1716 -1.6815
H -0.6365 -2.7819 4.6445
C 3.8627 1.6352 2.5116
H -3.4103 0.8621 -2.4053
H -5.7039 -4.8957 0.3646
O -0.1506 2.8925 -2.7290
N -1.9626 -1.8377 1.8328
C 5.6988 1.0443 3.9435
C -2.7526 2.8857 0.1852
H 3.2116 -2.9021 -2.8201
C 2.0281 1.0244 -3.8235
H -1.5162 3.8590 4.4928



Number 1: E_tot -3560.2462 Ha. Number 2: E_tot -4241.3209 Ha. Number 3: E_tot -3796.2151 Ha. Number 4: E_tot -1894.3189 Ha. Number 5: E_tot -3242.5511 Ha. Number 6: E_tot -4083.9011 Ha.